{
  "formula": "C36H28F6N4O4",
  "method": "ωB97M-V/def2-TZVPD",
  "species": ["O", "N", "O", "C", "C", "C", "C", "C", "C", "C", "C", "C", "C", "N", "C", "C", "F", "F", "F", "C", "C", "C", "C", "C", "C", "C", "C", "C", "C", "C", "C", "N", "C", "C", "F", "F", "F", "C", "C", "C", "C", "C", "C", "C", "C", "N", "O", "O", "C", "C", "H", "H", "H", "H", "H", "H", "H", "H", "H", "H", "H", "H", "H", "H", "H", "H", "H", "H", "H", "H", "H", "H", "H", "H", "H", "H", "H", "H"],
  "xyz": [[-4.529, 4.540, 9.478], [-3.724, 3.664, 9.079], [-2.858, 3.163, 9.832], [-3.775, 3.267, 7.704], [-2.822, 2.358, 7.211], [-2.726, 2.120, 5.837], [-3.613, 2.745, 4.927], [-3.775, 2.468, 3.437], [-2.795, 3.045, 2.464], [-1.369, 2.689, 2.861], [-0.652, 3.536, 3.714], [0.669, 3.266, 4.018], [1.270, 2.087, 3.541], [2.563, 1.800, 3.906], [3.078, 0.437, 3.777], [2.634, -0.348, 4.970], [3.016, -1.646, 4.962], [1.266, -0.316, 5.089], [3.123, 0.232, 6.117], [3.514, 2.813, 4.177], [4.442, 3.155, 3.176], [5.457, 4.059, 3.463], [5.594, 4.567, 4.761], [4.674, 4.223, 5.758], [3.612, 3.372, 5.464], [0.538, 1.223, 2.708], [-0.771, 1.527, 2.374], [-3.147, 2.768, 0.976], [-4.481, 2.744, 0.549], [-4.810, 2.553, -0.787], [-3.807, 2.403, -1.778], [-4.128, 2.189, -3.106], [-5.478, 1.742, -3.471], [-5.539, 0.248, -3.377], [-6.772, -0.276, -3.590], [-4.680, -0.319, -4.291], [-5.108, -0.173, -2.143], [-3.304, 2.519, -4.217], [-2.222, 1.705, -4.611], [-1.610, 1.909, -5.851], [-2.021, 2.955, -6.684], [-3.091, 3.767, -6.296], [-3.755, 3.521, -5.100], [-2.457, 2.503, -1.360], [-2.153, 2.711, -0.016], [-3.861, 0.941, 3.250], [-4.629, 0.544, 2.346], [-3.195, 0.225, 4.005], [-4.546, 3.658, 5.462], [-4.661, 3.906, 6.822], [-2.209, 1.806, 7.920], [-1.998, 1.372, 5.522], [-4.790, 2.788, 3.161], [-2.848, 4.142, 2.562], [-1.131, 4.439, 4.110], [1.243, 3.953, 4.641], [4.166, 0.501, 3.793], [2.710, -0.045, 2.871], [4.323, 2.698, 2.188], [6.143, 4.354, 2.668], [6.421, 5.233, 4.995], [4.772, 4.615, 6.772], [2.862, 3.095, 6.208], [1.006, 0.344, 2.279], [-1.303, 0.877, 1.680], [-5.290, 2.903, 1.258], [-5.867, 2.545, -1.056], [-6.235, 2.181, -2.825], [-5.637, 2.002, -4.517], [-1.914, 0.888, -3.958], [-0.802, 1.249, -6.165], [-1.520, 3.133, -7.636], [-3.416, 4.596, -6.925], [-4.649, 4.084, -4.823], [-1.651, 2.409, -2.089], [-1.107, 2.826, 0.272], [-5.268, 4.112, 4.783], [-5.443, 4.542, 7.220]],
  "charge": 0,
  "orbital_gap_ev": 7.0314,
  "mol_weight_g_mol": 694.632,
  "smiles": "O=[N+]([O-])c1ccc([C@@H](C(c2ccc(N(CC(F)(F)F)c3ccccc3)cc2)c2ccc(N(CC(F)(F)F)c3ccccc3)cc2)[N+](=O)[O-])cc1",
  "e_homo_ev": -7.99
}